Entry from the OMol25 dataset: a structure of composition C19H24N2OS in a non-equilibrium geometry (ωB97M-V with the def2-TZVPD basis set).

Properties
M   328.5 g/mol
Calculated total energy   -35938.8655 eV
Relative energy (zero: lowest compared OMol25 entry of this formula, charge and spin)   406.4 kcal/mol
Kohn-Sham gap   7.91 eV
LUMO level   0.47 eV

Each line ends with the Löwdin charge.
Atoms and positions in Å:
C1 6.131 2.435 0.660  -0.0981
C2 4.894 1.717 0.419  -0.1802
H1 4.385 1.817 1.360  0.0892
H2 4.173 2.247 -0.310  0.1246
C3 4.906 0.093 -0.201  -0.3694
C4 3.511 -0.542 0.143  -0.0691
C5 3.365 -1.697 1.081  -0.0630
C6 2.237 -2.223 0.926  -0.0825
C7 1.069 -1.791 0.266  -0.3637
C8 1.270 -0.759 -0.494  -0.0835
C9 2.377 0.152 -0.588  0.0618
H3 2.387 0.896 -1.375  0.1073
H4 0.411 -0.578 -1.192  0.1281
N1 -0.032 -2.463 0.549  0.0569
C10 -1.368 -2.198 0.253  -0.9388
N2 -1.702 -0.892 0.404  0.0199
C11 -2.902 -0.492 0.208  -0.3214
C12 -3.466 0.427 1.250  0.0269
C13 -4.588 1.144 1.031  -0.0755
C14 -5.515 0.826 0.100  -0.2145
C15 -5.022 -0.016 -1.136  0.0814
C16 -3.828 -0.470 -0.831  -0.2223
C17 -3.200 -1.269 -2.071  -0.0495
H5 -3.798 -1.098 -2.867  0.0194
H6 -3.327 -2.273 -2.153  0.0115
H7 -2.048 -1.184 -2.294  0.1191
H8 -5.590 -0.366 -1.910  0.0923
O1 -6.708 1.420 -0.239  -0.1084
C18 -7.408 2.000 0.921  -0.0057
H9 -6.735 2.923 1.051  0.1236
H10 -8.317 2.392 0.405  0.1168
H11 -7.435 1.454 1.622  -0.0285
H12 -5.011 1.694 1.927  0.1327
H13 -2.836 0.544 2.016  0.0685
H14 -0.969 -0.296 0.663  0.1399
S1 -2.469 -3.162 0.460  0.9146
H15 0.087 -3.516 0.597  0.1555
H16 2.192 -3.092 1.955  0.2032
H17 4.302 -1.875 1.476  0.0898
C19 5.268 0.305 -1.396  -0.1298
H18 4.814 0.654 -2.004  -0.0362
H19 5.262 -0.790 -1.574  0.1514
H20 6.292 0.533 -1.545  0.1213
H21 5.563 -0.366 0.627  0.1647
H22 6.625 1.945 1.180  -0.0440
H23 6.088 3.369 0.970  0.0466
H24 6.667 2.424 -0.340  0.1168